(1)
55
Properties=species:S:1:pos:R:3:mulliken_charge:R:1 method="wB97M-V/def2-TZVPD" e_homo_ev="-10.70 / -10.80" total_charge=+1 spin_multiplicity=3 gap_ev="5.7 / 5.8"
O -0.848 0.310 -4.223 -0.52
H -1.166 0.472 -5.126 0.34
V -0.470 0.220 0.068 -1.16
N -0.717 1.982 0.928 1.03
N 0.647 1.224 -1.141 1.23
N -1.908 -0.560 1.089 0.82
N -0.739 -1.291 -1.074 0.96
O -1.386 2.253 2.031 -0.82
O -2.484 -0.064 2.236 -0.52
O -0.141 -1.639 -2.288 -0.60
O 1.180 0.795 -2.250 -0.87
C 1.018 2.432 -0.610 0.14
C 0.316 2.810 0.560 0.27
C -2.119 -1.853 0.738 0.53
C -1.501 -2.243 -0.488 0.27
C 0.708 3.913 1.459 -1.47
H 1.024 3.521 2.437 0.28
H -0.152 4.574 1.600 0.31
H 1.539 4.473 1.024 0.40
C 2.155 3.126 -1.266 -1.45
H 1.930 3.363 -2.318 0.29
H 3.055 2.490 -1.257 0.28
H 2.388 4.055 -0.741 0.44
C -2.856 -2.782 1.623 -1.64
C -1.661 -3.581 -1.098 -1.68
H -3.443 -2.235 2.360 0.42
H -2.154 -3.427 2.171 0.32
H -3.518 -3.436 1.047 0.42
H -0.986 -3.773 -1.936 0.40
H -2.693 -3.697 -1.450 0.37
H -1.505 -4.355 -0.341 0.40
H -2.092 0.906 2.267 0.40
H 0.257 -0.780 -2.625 0.33
C -1.678 1.037 -3.283 -0.25
H -1.064 1.729 -2.686 0.07
H -2.203 0.290 -2.663 0.00
H -2.429 1.640 -3.832 0.49
O -4.170 2.294 -0.659 -0.62
H -4.087 1.327 -0.777 0.31
H -3.237 2.492 -0.491 0.32
C 4.072 -2.342 -0.140 -1.27
C 3.034 -1.627 0.617 0.74
C 2.866 -1.396 1.991 -1.24
C 1.693 -0.653 2.159 0.46
N 1.152 -0.441 0.927 0.43
N 2.010 -1.038 -0.003 0.21
C 1.093 -0.149 3.409 -1.09
H 5.027 -1.806 -0.030 0.30
H 4.185 -3.347 0.291 0.35
H 3.805 -2.420 -1.206 0.29
H 3.531 -1.734 2.763 0.52
H 1.850 -0.973 -1.014 0.22
H 0.803 -1.003 4.044 0.29
H 1.858 0.433 3.949 0.36
H 0.212 0.486 3.228 0.23

=====

(2)
28
Properties=species:S:1:pos:R:3:mulliken_charge:R:1 method="wB97M-V/def2-TZVPD" e_homo_ev="-7.68 / -8.23" spin_multiplicity=1 gap_ev="7.2 / 8.5" relative_energy_kcal_mol=114.8
C 1.585 1.213 0.308 0.82
C 0.688 0.648 -0.740 -0.74
C 2.497 0.006 0.792 -0.13
C 2.223 -0.763 2.082 -1.11
C -2.053 0.126 -1.833 -1.07
C -1.464 -0.170 1.410 -1.28
C -0.475 -2.075 -0.835 -1.12
C 2.507 2.308 -0.186 -0.75
O 1.820 3.561 -0.121 -0.56
Si -0.865 -0.281 -0.500 0.26
Br 3.617 -0.667 -0.506 -0.10
H 1.107 1.458 1.257 0.17
H 1.134 0.408 -1.680 0.48
H 1.215 -0.722 2.481 0.20
H 2.949 -0.322 2.740 0.42
H 2.483 -1.920 2.053 0.29
H -1.534 0.223 -2.834 0.27
H -2.836 -0.534 -1.727 0.34
H -2.531 1.102 -1.627 0.32
H -1.217 -0.908 2.140 0.39
H -0.948 0.691 1.784 0.40
H -2.564 0.052 1.427 0.34
H -0.043 -2.309 -1.826 0.33
H 0.146 -2.549 -0.137 0.38
H -1.403 -2.608 -0.810 0.33
H 2.969 2.078 -1.126 0.33
H 3.234 2.626 0.488 0.43
H 0.937 3.256 -0.579 0.35

=====

(3)
19
Properties=species:S:1:pos:R:3:mulliken_charge:R:1 method="wB97M-V/def2-TZVPD" e_homo_ev="-8.17 / -8.14" spin_multiplicity=1 gap_ev="5.6 / 5.6" relative_energy_kcal_mol=92.5
C -2.800 -0.632 -0.126 -0.30
C -2.444 -0.565 1.229 -0.71
C -1.799 -0.556 -1.105 -0.36
C -1.163 -0.003 1.461 -0.02
C -0.490 -0.225 -0.827 -0.36
C -0.179 0.218 0.457 0.61
C 2.778 -0.344 -0.023 -1.09
O 1.654 1.876 -2.188 -0.74
P 1.511 0.715 0.762 0.43
S 1.986 1.276 2.555 -0.28
H -3.884 -0.941 -0.349 0.28
H -3.199 -0.800 1.881 0.44
H -2.110 -0.719 -2.203 0.26
H -0.860 0.169 2.579 0.14
H 0.143 -0.206 -1.746 0.22
H 3.101 -0.008 -0.928 0.45
H 3.576 -0.638 0.593 0.45
H 2.523 -1.367 -0.326 0.39
H 1.657 2.749 -1.695 0.22

=====

(4)
14
Properties=species:S:1:pos:R:3:mulliken_charge:R:1 method="wB97M-V/def2-TZVPD" e_homo_ev=-7.14 smiles=Nc1c[nH]c(N)c1 spin_multiplicity=1 gap_ev=8.2 relative_energy_kcal_mol=21.4
N -2.278 0.772 -0.821 -0.59
C -1.060 0.292 -0.297 0.73
C -0.940 -0.467 0.844 -0.71
N 0.344 -0.934 0.915 -0.05
C 1.093 -0.196 0.073 0.06
N 2.438 -0.089 0.463 -0.57
C 0.265 0.462 -0.819 -0.83
H -3.047 0.213 -0.468 0.25
H -2.296 0.757 -1.834 0.26
H -1.466 -0.545 1.771 0.33
H 0.727 -1.434 1.703 0.25
H 2.976 -0.597 -0.210 0.26
H 2.701 0.891 0.468 0.26
H 0.541 0.873 -1.787 0.34

=====

(5)
76
Properties=species:S:1:pos:R:3:mulliken_charge:R:1 method="wB97M-V/def2-TZVPD" e_homo_ev=-10.20 total_charge=+1 spin_multiplicity=1 gap_ev=6.9
C -4.079 3.083 -2.717 -1.00
C -2.956 2.302 -1.994 0.16
N -1.669 2.697 -2.260 0.22
C -0.878 1.814 -1.485 -0.38
S 0.916 2.055 -1.621 1.30
O 1.483 2.969 -0.637 -0.62
O 1.134 2.656 -2.946 -0.67
C 1.723 0.373 -1.659 0.72
F 0.844 -0.674 -1.479 -0.22
F 2.747 0.282 -0.773 -0.18
F 2.244 0.198 -2.920 -0.21
C -1.694 0.890 -0.742 -0.36
N -3.014 1.234 -1.132 0.34
O -4.144 0.614 -0.718 -0.41
H -4.332 2.486 -3.647 0.35
H -3.683 4.078 -3.089 0.32
H -4.942 3.189 -2.014 0.32
H -1.334 3.445 -2.884 0.37
H -1.301 0.100 -0.069 0.51
H -4.354 -0.016 -1.464 0.50
C 5.329 -3.435 -0.495 0.58
O 5.901 -4.206 0.258 -0.76
N 4.535 -2.426 -0.048 -0.12
N 5.435 -3.517 -1.851 -0.34
H 4.060 -1.789 -0.657 0.06
H 4.428 -2.328 0.954 0.14
H 6.013 -4.250 -2.224 0.22
H 4.970 -2.891 -2.480 0.13
C -2.775 5.603 -5.899 0.59
O -3.081 5.124 -4.812 -0.63
N -1.993 6.705 -6.018 -0.39
N -3.192 5.074 -7.078 -0.39
H -1.735 7.107 -6.900 0.17
H -1.662 7.130 -5.169 0.22
H -3.775 4.256 -7.036 0.21
H -2.949 5.457 -7.972 0.17
C 4.494 -7.794 0.606 0.60
O 3.463 -7.224 0.929 -0.66
N 4.599 -9.155 0.567 -0.38
N 5.626 -7.128 0.258 -0.30
H 5.439 -9.636 0.304 0.16
H 3.785 -9.687 0.817 0.23
H 5.595 -6.117 0.273 0.26
H 6.475 -7.589 -0.008 0.17
C -6.779 -1.417 -1.490 0.72
O -5.636 -1.324 -1.936 -0.79
N -7.876 -1.338 -2.278 -0.39
N -7.037 -1.608 -0.173 -0.37
H -8.814 -1.414 -1.929 0.17
H -7.729 -1.198 -3.263 0.23
H -6.249 -1.673 0.447 0.22
H -7.964 -1.686 0.202 0.17
C -2.626 5.695 -0.135 0.58
O -3.254 5.373 -1.137 -0.59
N -1.520 5.024 0.294 -0.26
N -2.978 6.753 0.638 -0.43
H -1.001 5.283 1.113 0.18
H -1.220 4.235 -0.247 0.16
H -3.789 7.278 0.359 0.25
H -2.474 7.028 1.460 0.15
C 3.242 -2.324 3.555 0.73
O 4.377 -2.232 3.109 -0.70
N 2.129 -2.257 2.765 -0.31
N 2.987 -2.503 4.874 -0.33
H 1.195 -2.333 3.121 0.17
H 2.270 -2.127 1.780 0.14
H 3.776 -2.561 5.494 0.16
H 2.063 -2.581 5.254 0.13
C 2.847 -1.352 8.260 0.67
O 2.720 -2.421 7.682 -0.65
N 3.524 -1.228 9.431 -0.41
N 2.322 -0.190 7.782 -0.36
H 3.635 -0.357 9.916 0.16
H 3.928 -2.062 9.820 0.22
H 1.813 -0.235 6.918 0.21
H 2.420 0.693 8.248 0.17

=====

(6)
14
Properties=species:S:1:pos:R:3:mulliken_charge:R:1 method="wB97M-V/def2-TZVPD" e_homo_ev=-10.76 smiles="O=CO.O.O.O" spin_multiplicity=1 gap_ev=11.1 relative_energy_kcal_mol=23.8
O 0.570 1.395 -0.228 -0.64
C 0.016 0.957 0.771 0.18
O 0.198 -0.151 1.418 -0.52
H -0.675 1.612 1.346 0.38
H 1.201 -0.689 1.049 0.42
O 1.705 -1.516 0.108 -0.62
H 2.129 -0.824 -0.430 0.39
H 1.141 -2.012 -0.495 0.36
O -3.637 0.478 0.930 -0.63
H -3.487 0.171 1.837 0.32
H -2.933 -0.068 0.548 0.31
O 1.112 -0.156 -2.390 -0.67
H 1.759 0.389 -2.852 0.31
H 0.901 0.416 -1.611 0.39

=====

(7)
24
Properties=species:S:1:pos:R:3:mulliken_charge:R:1 method="wB97M-V/def2-TZVPD" e_homo_ev=-8.73 smiles=CNCCCCN.O spin_multiplicity=1 gap_ev=9.7 relative_energy_kcal_mol=30.8
C -0.869 -1.982 2.086 -0.87
N -0.727 -0.647 1.481 -0.43
C 0.360 -0.504 0.480 -0.30
C 1.091 0.854 0.624 -0.59
C 1.116 1.616 -0.704 -0.89
C 0.157 2.786 -0.889 -0.55
N -1.152 2.298 -1.357 -0.55
H -0.175 -2.733 1.703 0.30
H -0.746 -1.945 3.174 0.31
H -1.900 -2.309 1.920 0.24
H -0.525 -0.016 2.244 0.24
H -0.168 -0.484 -0.461 0.19
H 0.999 -1.393 0.452 0.35
H 2.114 0.683 0.930 0.35
H 0.563 1.421 1.387 0.34
H 1.138 1.028 -1.621 0.38
H 2.099 2.060 -0.792 0.41
H 0.055 3.330 0.037 0.25
H 0.603 3.421 -1.654 0.41
H -1.655 1.886 -0.584 0.21
H -1.665 3.031 -1.825 0.20
O 0.146 -3.679 -1.493 -0.64
H -0.689 -3.392 -1.101 0.32
H 0.350 -3.037 -2.176 0.31

=====

(8)
13
Properties=species:S:1:pos:R:3:mulliken_charge:R:1 method="wB97M-V/def2-TZVPD" e_homo_ev=-4.54 total_charge=-1 spin_multiplicity=1 gap_ev=8.2 relative_energy_kcal_mol=4.5
O -1.030 1.635 0.526 -0.69
C -0.803 2.234 -0.566 -0.02
O -0.250 1.815 -1.590 -0.62
H -1.163 3.302 -0.578 0.36
C -0.296 -1.836 -0.969 -0.92
C 0.966 -1.286 -0.315 -0.44
S 0.658 -0.793 1.420 -0.37
H -1.067 -1.077 -0.843 0.26
H -0.640 -2.720 -0.427 0.32
H -0.138 -1.983 -2.037 0.27
H 1.822 -1.963 -0.323 0.34
H 1.242 -0.346 -0.805 0.25
H -0.071 0.341 1.082 0.27

=====

(9)
9
Properties=species:S:1:pos:R:3:mulliken_charge:R:1 method="wB97M-V/def2-TZVPD" e_homo_ev=-9.09 smiles="N=C(N)N" spin_multiplicity=1 gap_ev=9.9 relative_energy_kcal_mol=18.1
N 1.099 -0.909 0.637 -0.67
C 0.144 -0.190 0.078 0.48
N 0.068 -0.204 -1.367 -0.55
N -0.829 0.559 0.713 -0.44
H 0.599 -1.138 1.539 0.21
H 0.072 0.689 -1.743 0.22
H 0.882 -0.797 -1.588 0.30
H -1.399 1.118 0.113 0.22
H -0.636 0.871 1.618 0.21

=====

What did the third record say?
19
Properties=species:S:1:pos:R:3:mulliken_charge:R:1 method="wB97M-V/def2-TZVPD" e_homo_ev="-8.17 / -8.14" spin_multiplicity=1 gap_ev="5.6 / 5.6" relative_energy_kcal_mol=92.5
C -2.800 -0.632 -0.126 -0.30
C -2.444 -0.565 1.229 -0.71
C -1.799 -0.556 -1.105 -0.36
C -1.163 -0.003 1.461 -0.02
C -0.490 -0.225 -0.827 -0.36
C -0.179 0.218 0.457 0.61
C 2.778 -0.344 -0.023 -1.09
O 1.654 1.876 -2.188 -0.74
P 1.511 0.715 0.762 0.43
S 1.986 1.276 2.555 -0.28
H -3.884 -0.941 -0.349 0.28
H -3.199 -0.800 1.881 0.44
H -2.110 -0.719 -2.203 0.26
H -0.860 0.169 2.579 0.14
H 0.143 -0.206 -1.746 0.22
H 3.101 -0.008 -0.928 0.45
H 3.576 -0.638 0.593 0.45
H 2.523 -1.367 -0.326 0.39
H 1.657 2.749 -1.695 0.22

=====

What did the second record say?
28
Properties=species:S:1:pos:R:3:mulliken_charge:R:1 method="wB97M-V/def2-TZVPD" e_homo_ev="-7.68 / -8.23" spin_multiplicity=1 gap_ev="7.2 / 8.5" relative_energy_kcal_mol=114.8
C 1.585 1.213 0.308 0.82
C 0.688 0.648 -0.740 -0.74
C 2.497 0.006 0.792 -0.13
C 2.223 -0.763 2.082 -1.11
C -2.053 0.126 -1.833 -1.07
C -1.464 -0.170 1.410 -1.28
C -0.475 -2.075 -0.835 -1.12
C 2.507 2.308 -0.186 -0.75
O 1.820 3.561 -0.121 -0.56
Si -0.865 -0.281 -0.500 0.26
Br 3.617 -0.667 -0.506 -0.10
H 1.107 1.458 1.257 0.17
H 1.134 0.408 -1.680 0.48
H 1.215 -0.722 2.481 0.20
H 2.949 -0.322 2.740 0.42
H 2.483 -1.920 2.053 0.29
H -1.534 0.223 -2.834 0.27
H -2.836 -0.534 -1.727 0.34
H -2.531 1.102 -1.627 0.32
H -1.217 -0.908 2.140 0.39
H -0.948 0.691 1.784 0.40
H -2.564 0.052 1.427 0.34
H -0.043 -2.309 -1.826 0.33
H 0.146 -2.549 -0.137 0.38
H -1.403 -2.608 -0.810 0.33
H 2.969 2.078 -1.126 0.33
H 3.234 2.626 0.488 0.43
H 0.937 3.256 -0.579 0.35